Record 1
A gas-phase ion, C5H7N2 (charge +1). Source: the Open Molecules 2025 dataset; level of theory: ωB97M-V with the def2-TZVPD basis set.

Its HOMO energy (alpha / beta) is -12.84 / -13.08 eV. As for the frontier orbital gap (alpha / beta): 7.650 / 7.685 eV. As for the energy above the lowest of the compared OMol25 structures with the same formula, charge and spin: 238.2 kcal per mole. Its total charge is +1. As for the total energy: -8262.447 eV.

Last column: natural (NBO) charge in e.
Element x y z (Å)
C1 -1.6430 0.9738 0.6895  -0.0747
C2 0.3813 0.0896 1.4786  0.0791
C3 -2.5456 0.8942 1.5830  0.3224
C4 -0.3396 0.9167 0.1174  -0.5020
C5 0.2125 -0.6067 0.2639  -0.1951
N1 -3.5668 0.6951 2.2201  -0.4992
N2 1.5094 -0.9823 -0.6876  -0.7219
H1 -0.1286 1.2576 -0.9022  0.2875
H2 0.4382 1.4516 0.6265  0.3202
H3 -0.5021 -1.3500 -0.0317  0.2547
H4 -3.9286 1.4692 2.7783  0.4026
H5 2.0856 -1.7592 -0.4244  0.4478
H6 2.0401 -0.1684 -0.7772  0.4283
H7 1.1831 -1.2928 -1.6964  0.4505

***

Record 2
A molecular structure, C5H7N2. Source: the Open Molecules 2025 dataset; level of theory: ωB97M-V with the def2-TZVPD basis set.

Its HOMO energy (alpha / beta) is -13.26 / -13.26 eV. As for the frontier orbital gap (alpha / beta): 6.558 / 6.556 eV. As for the energy above the lowest of the compared OMol25 structures with the same formula, charge and spin: 160.2 kcal per mole. Its total charge is +1. As for the total energy: -8265.832 eV.

Last column: natural (NBO) charge in e.
Element x y z (Å)
C1 -0.6403 -0.0746 2.2497  -0.2693
C2 0.4010 -0.6438 1.4565  -0.2717
C3 -1.4195 0.7299 1.4263  0.0111
C4 0.0796 -0.3230 0.1920  0.1698
C5 1.2166 -0.3609 -2.0017  0.2611
N1 -0.9002 0.5849 0.1822  -0.5301
N2 0.9886 0.2005 -3.0362  -0.4484
H1 -0.3630 -0.0702 3.3196  0.2671
H2 1.0551 -1.3617 1.7933  0.2526
H3 -2.3221 1.3793 1.5057  0.2528
H4 -1.3782 1.0003 -0.5808  0.4328
H5 1.4224 -1.3259 -1.5793  0.2646
H6 0.8728 -0.0448 -0.8789  0.1133
H7 0.9871 0.3100 -4.0483  0.4942

***

Record 3
A gas-phase ion, C5H7N2 (charge +1). Source: the Open Molecules 2025 dataset; level of theory: ωB97M-V with the def2-TZVPD basis set.

Its HOMO energy (alpha / beta) is -11.27 / -14.69 eV. Its spin multiplicity is 3. As for the frontier orbital gap (alpha / beta): 6.036 / 7.429 eV. As for the energy above the lowest of the compared OMol25 structures with the same formula, charge and spin: 74.9 kcal per mole. Its total charge is +1. As for the total energy: -8265.191 eV.

Last column: natural (NBO) charge in e.
Element x y z (Å)
C1 0.8020 -1.7349 -0.1073  -0.0159
C2 2.1740 1.6525 0.0837  -0.2681
C3 -1.1242 0.3079 -0.0845  0.6275
C4 1.2040 0.6130 -0.0565  0.3655
C5 -2.4111 -0.1151 0.0708  -0.7928
N1 -0.1624 0.9868 -0.1484  -0.3028
N2 1.4443 -0.6745 0.0667  -0.4166
H1 1.4546 -2.6842 -0.0295  0.2450
H2 3.1619 1.3995 0.2533  0.2125
H3 1.9927 2.7623 -0.1245  0.2248
H4 -0.2820 -1.7822 -0.4694  0.1498
H5 -3.0838 0.7779 0.1329  0.3347
H6 -2.4243 -0.7277 1.1663  0.3234
H7 -2.7457 -0.7812 -0.7536  0.3130

***

Record 4
A gas-phase ion, C5H7N2O3 (charge -1). Source: the Open Molecules 2025 dataset; level of theory: ωB97M-V with the def2-TZVPD basis set.

The SMILES is C/N=C(\[O-])C(=O)/C(C)=N/O. Its HOMO energy is -3.83 eV. As for the frontier orbital gap: 7.324 eV. As for the energy above the lowest of the compared OMol25 structures with the same formula, charge and spin: 83.0 kcal per mole. Its total charge is -1. As for the total energy: -14419.328 eV.

Last column: natural (NBO) charge in e.
Element x y z (Å)
C1 0.3985 -0.1118 -1.4872  0.4874
C2 0.0244 1.1212 -0.6780  0.1630
C3 0.4316 -1.4622 -0.7472  0.4838
C4 1.0016 1.8681 0.1230  -0.6814
C5 -0.4428 -2.3971 1.2123  -0.4142
N1 -1.1983 1.4749 -0.6976  -0.1335
N2 -0.2189 -1.2585 0.4111  -0.6612
O1 0.8333 -0.0643 -2.6369  -0.5379
O2 1.0100 -2.4582 -1.2086  -0.7252
O3 -1.5718 2.5777 0.2282  -0.6241
H1 1.0241 1.5975 1.1996  0.2429
H2 0.9349 2.9411 -0.0034  0.2242
H3 2.0351 1.7221 -0.1067  0.2193
H4 -0.6171 -3.4626 0.6385  0.1624
H5 0.4172 -2.4520 1.9761  0.1683
H6 -1.4782 -2.2772 1.7913  0.1557
H7 -2.5834 2.6414 -0.0145  0.4703